Entry from OMol25: a 3-piece molecular cluster, C25H49O6PSSi overall (ωB97M-V with the def2-TZVPD basis set).

Output
M in g/mol: 536.8
Highest occupied orbital energy in hartree: -0.319
Structure (SMILES): CCC[C@]1([Si](C)(C)C)[C@@H](CC=O)C(=O)O[C@]1(CCCCCCOC)[PH2]=S.CC(C)=O.CC(C)=O
Max |F| in eV/Å: 1.1
Energy in a.u.: -2462.4383

Positions of all 83 atoms, in Å:
C 2.859 1.747 6.268
C 3.621 1.633 4.945
C 2.858 2.054 3.685
C 1.753 1.095 3.064
Si 0.136 2.143 3.177
C -0.176 2.612 4.969
C 0.314 3.777 2.248
C -1.466 1.332 2.600
C 1.779 -0.276 3.769
C 0.547 -1.190 3.774
C -0.414 -0.869 4.875
O -1.617 -0.933 4.777
C 2.991 -0.951 3.149
O 3.555 -1.937 3.546
O 3.431 -0.230 2.097
C 2.344 0.641 1.675
C 1.520 -0.217 0.701
C 0.378 0.489 -0.059
C 0.390 0.199 -1.575
C -0.477 -1.002 -1.988
C -1.940 -0.667 -2.314
C -2.938 -0.931 -1.186
O -4.076 -0.083 -1.263
C -3.888 1.145 -0.606
P 3.169 1.936 0.587
S 5.110 2.095 0.656
H 1.880 1.264 6.247
H 3.445 1.297 7.070
H 2.704 2.795 6.535
H 4.480 2.306 5.017
H 4.054 0.636 4.844
H 3.620 2.239 2.928
H 2.426 3.037 3.909
H -0.316 1.720 5.584
H -1.129 3.147 4.982
H 0.607 3.233 5.400
H 1.344 4.127 2.208
H -0.115 3.744 1.246
H -0.242 4.529 2.815
H -1.850 1.884 1.738
H -1.412 0.287 2.314
H -2.217 1.418 3.389
H 2.058 -0.211 4.822
H 0.920 -2.197 4.012
H 0.000 -1.268 2.837
H 0.046 -0.605 5.847
H 1.179 -1.134 1.179
H 2.254 -0.552 -0.040
H 0.386 1.566 0.134
H -0.565 0.110 0.330
H 1.416 0.003 -1.897
H 0.050 1.091 -2.108
H -0.440 -1.752 -1.188
H -0.038 -1.467 -2.870
H -2.237 -1.277 -3.169
H -2.034 0.374 -2.635
H -3.317 -1.954 -1.241
H -2.465 -0.819 -0.201
H -2.884 1.552 -0.784
H -4.034 1.048 0.477
H -4.615 1.860 -0.994
H 2.694 1.603 -0.683
H 2.519 3.143 0.848
C -3.416 -3.923 -4.509
C -1.942 -4.229 -4.387
C -1.281 -4.864 -5.588
O -1.321 -3.972 -3.386
H -3.773 -3.467 -3.589
H -3.588 -3.240 -5.343
H -3.976 -4.839 -4.702
H -1.386 -4.213 -6.458
H -1.760 -5.817 -5.821
H -0.227 -5.028 -5.381
C -1.186 0.428 -7.006
C -0.488 -0.817 -6.514
C 0.113 -1.720 -7.565
O -0.411 -1.077 -5.337
H -1.573 0.989 -6.160
H -0.489 1.050 -7.569
H -2.008 0.157 -7.671
H 0.855 -1.172 -8.148
H -0.663 -2.065 -8.250
H 0.586 -2.574 -7.087

Atom charges from the Mulliken analysis, given in e for atoms 1 to 5:
1 C -1.160
2 C -0.765
3 C -1.346
4 C 2.887
5 Si 0.174